[1]
16
Properties=species:S:1:pos:R:3:forces:R:3 method="wB97M-V/def2-TZVPD" homo_ha="-0.3723 / -0.3717" lumo_ev="-2.03 / -2.05" total_charge=0 largest_force_ev_per_a=4.25 relative_energy_kcal_mol=170.1 homo_lumo_gap_ev="8.0988 / 8.0698"
C -1.0514 1.0677 1.9568 1.06 2.05 -0.57
C -0.0589 1.8152 1.2655 -0.50 2.18 0.42
C -1.3094 -0.2152 1.5478 -1.42 -1.99 1.07
C 0.5794 1.3512 0.1127 1.58 -0.52 -0.52
C -0.4904 -0.8392 0.5634 0.48 1.07 -0.34
C 0.3883 -0.0031 -0.0332 0.21 0.26 -0.93
N 1.6871 -1.0336 -1.8168 1.27 1.94 3.56
N 0.6512 -1.7995 -2.1914 -0.87 1.58 -1.81
O 0.4093 -2.6848 -1.4251 -0.28 -1.83 1.15
O 0.0619 -1.5108 -3.1979 -0.80 -0.37 -1.10
F 1.9680 -0.0423 -2.7385 -0.80 -0.41 0.08
H -1.5714 1.7201 2.7003 0.10 -1.48 -0.45
H 0.0935 2.9135 1.6169 -0.17 -2.06 -0.91
H -2.1620 -0.8081 2.0586 1.66 0.89 -1.04
H 1.2712 1.8989 -0.5838 -0.84 -0.36 1.12
H -0.4662 -1.8299 0.1648 -0.68 -0.94 0.27

[2]
15
Properties=species:S:1:pos:R:3:forces:R:3 method="wB97M-V/def2-TZVPD" homo_ha=-0.9050 lumo_ev=-19.50 total_charge=+4 largest_force_ev_per_a=6.72 homo_lumo_gap_ev=5.1292
O 1.0992 0.3744 -0.3727 4.67 -0.56 0.40
C -0.0290 0.6624 -0.2096 -3.48 0.95 0.07
O 5.7605 -0.0489 0.0880 -6.05 1.16 0.30
C 6.8980 -0.3000 -0.0259 6.58 -1.28 -0.46
O 8.0124 -0.5291 -0.1192 -2.33 0.43 0.15
Lu 3.5129 0.3517 0.1073 0.29 -0.26 -0.46
C -1.2916 0.9682 -0.1356 1.21 -0.07 -0.02
C -2.2960 0.2244 0.6922 1.62 0.20 2.24
H -1.5898 1.8366 -0.7320 0.04 0.01 -0.04
H -3.1508 0.8787 0.9723 0.41 -0.34 -0.63
H -1.9346 -0.1128 1.6778 0.50 0.28 -0.37
C -2.8739 -0.9919 0.0572 -3.22 1.36 -1.38
C -3.9601 -0.8712 -0.5660 0.97 -2.04 1.24
H -3.1753 -1.7344 -1.2243 -0.50 0.82 0.27
H -4.9819 -0.7081 -0.2093 -0.72 -0.66 -1.29

[3]
12
Properties=species:S:1:pos:R:3:forces:R:3 method="wB97M-V/def2-TZVPD" homo_ha="-0.2596 / -0.3415" lumo_ev="0.01 / -2.76" total_charge=0 multiplicity=3 largest_force_ev_per_a=7.50 relative_energy_kcal_mol=37.8 homo_lumo_gap_ev="7.0762 / 6.5365"
C -1.8773 0.4119 1.2186 -4.85 1.71 3.20
C -0.9180 -0.1610 0.5881 5.89 -0.09 -4.64
C 1.1028 -1.0934 -0.2410 -1.24 -1.23 1.22
C 0.0251 0.7937 -0.1754 -1.74 -2.16 1.48
C -0.0732 2.0586 -0.5694 -2.65 2.09 0.90
C -0.2011 -1.5094 0.3971 1.11 3.70 2.08
N 1.1638 0.1427 -0.5056 3.21 -1.07 -1.41
H 1.8008 -1.9371 -0.3717 0.40 1.17 -0.43
H 0.7427 2.4970 -1.0515 1.13 0.51 -0.80
H -0.9525 2.7178 -0.3627 0.78 -0.96 -0.10
H -0.0987 -1.9074 1.3829 0.03 -1.18 0.37
H -0.7144 -2.0134 -0.3093 -2.07 -2.51 -1.87

[4]
22
Properties=species:S:1:pos:R:3:forces:R:3 method="wB97M-V/def2-TZVPD" homo_ha="-0.4544 / -0.4541" lumo_ev="-5.63 / -6.33" total_charge=+1 largest_force_ev_per_a=0.36 relative_energy_kcal_mol=0.0 homo_lumo_gap_ev="6.7330 / 6.0228"
Os -2.0517 -0.6204 0.3784 0.26 -0.15 0.05
Se -3.5639 -0.8404 -1.2475 0.02 -0.06 -0.18
Se -5.7798 -0.0805 -0.9538 -0.21 0.16 0.24
Te -5.7711 0.8272 1.3053 -0.15 -0.06 -0.27
Se -3.3523 0.4205 1.8906 -0.01 0.07 0.19
C -0.2455 2.4251 -0.8166 0.00 0.00 0.00
C 0.4284 1.1623 -0.4387 0.02 0.00 -0.03
N -0.1614 0.0501 0.0060 0.05 -0.01 0.01
C 0.8249 -0.8767 0.2659 -0.02 -0.04 0.01
C 2.0275 -0.3344 -0.0239 -0.01 0.00 0.02
N 1.7485 0.9412 -0.4643 0.00 0.00 0.02
C 3.4407 -0.8091 0.0356 0.00 -0.01 -0.05
O 3.6367 -2.0384 0.4636 0.00 -0.01 0.02
O 4.3097 -0.0572 -0.3109 0.00 0.01 0.02
C 0.3565 -2.1793 0.7682 0.03 0.01 -0.04
O 1.0940 -3.0920 1.0397 -0.01 0.03 0.00
O -0.9690 -2.2079 0.8765 0.05 0.05 0.00
H -1.3081 2.2406 -0.9580 0.00 0.00 0.00
H 0.1757 2.8281 -1.7363 0.00 0.00 0.00
H -0.1227 3.1691 -0.0280 0.00 0.00 0.00
H 2.4771 1.5829 -0.7543 0.00 0.00 0.00
H 2.8058 -2.5108 0.7025 0.00 0.00 -0.01

[5]
14
Properties=species:S:1:pos:R:3:forces:R:3 method="wB97M-V/def2-TZVPD" homo_ha=-0.2901 lumo_ev=-0.88 total_charge=0 largest_force_ev_per_a=2.20 relative_energy_kcal_mol=67.2 homo_lumo_gap_ev=7.0102
N 0.4667 -2.7745 1.9299 0.09 -0.21 0.04
C 0.0826 -1.6145 1.7809 0.27 -1.05 0.40
C -0.3990 -0.4619 1.9552 -0.45 1.33 -0.21
C -0.8177 0.7887 1.7690 0.18 -0.72 0.39
C -0.7097 1.5217 0.5500 0.24 0.09 -1.03
C -0.1792 1.1002 -0.6310 -0.90 1.68 0.89
N 0.3699 -0.0730 -0.8881 0.89 -1.68 -1.10
C 0.7800 -1.0359 -1.4579 -0.51 1.03 1.10
P 1.3415 -2.5405 -1.8748 0.13 -0.78 0.10
H 0.9003 -3.2512 1.1467 -0.02 0.15 -0.21
H -1.2750 1.3198 2.5960 -0.03 0.00 0.09
H -1.1009 2.5283 0.5558 0.01 0.06 -0.09
H -0.1645 1.7847 -1.4738 -0.01 -0.04 0.04
H 1.6406 -2.1191 -3.1716 0.11 0.15 -0.41

[6]
16
Properties=species:S:1:pos:R:3:forces:R:3 method="wB97M-V/def2-TZVPD" homo_ha=-0.1689 lumo_ev=2.88 total_charge=-1 largest_force_ev_per_a=7.40 relative_energy_kcal_mol=0.0 homo_lumo_gap_ev=7.4793
C 0.7612 1.7948 0.0122 0.81 -1.36 0.02
C 2.0868 1.7285 -0.0187 2.13 0.53 0.56
C 0.2262 0.5311 0.0683 -6.50 -3.54 -0.02
C 1.0791 -0.5257 0.0569 -0.48 0.90 -0.46
C -1.5213 0.1968 0.0940 5.89 0.31 -0.27
C 0.8078 -1.9708 -0.1081 0.27 -1.37 1.65
N -2.3698 1.1719 -0.0287 -0.03 1.14 0.06
N -2.0715 -1.0112 0.1542 0.19 0.14 0.06
N -3.5409 0.5838 -0.0184 -1.18 -1.68 0.03
N -3.3688 -0.7533 0.0885 -0.57 1.39 -0.10
S 2.6999 0.0836 0.0929 -0.18 1.14 -0.36
H 0.2491 2.6732 0.0150 -1.55 2.20 0.01
H 2.6459 2.6564 0.0970 0.61 -0.66 -0.21
H -0.2503 -2.3448 0.0096 1.09 0.98 0.96
H 0.9687 -2.3747 -1.0762 0.84 0.17 -1.35
H 1.5977 -2.4396 0.5616 -1.34 -0.29 -0.59

[7]
13
Properties=species:S:1:pos:R:3:forces:R:3 method="wB97M-V/def2-TZVPD" homo_ha=-0.3389 lumo_ev=-1.94 total_charge=0 largest_force_ev_per_a=10.42 relative_energy_kcal_mol=86.1 homo_lumo_gap_ev=7.2798
C -0.3841 1.8350 -0.2482 2.22 -0.86 1.27
C -0.6262 0.5329 -0.0226 1.53 -2.55 1.06
C -1.7287 -0.4632 0.1473 -2.75 -0.57 -1.45
C -0.2070 -1.6485 -0.2146 8.36 -6.14 1.02
C 0.4449 -0.4992 0.0212 0.00 2.18 -1.29
C 1.8015 -0.1126 0.2401 5.80 -1.83 -2.17
H 0.7571 2.1608 -0.3190 -2.89 -0.55 -0.18
H -1.1137 2.5504 -0.0078 -0.93 1.15 -0.53
H -2.7156 -0.1268 0.1169 -1.76 0.34 0.38
H 0.5098 -2.6293 -0.2206 -1.95 2.15 -0.39
H 1.8932 1.0399 0.6712 0.33 -3.02 -0.79
N -1.4988 -1.8009 -0.0270 -2.41 5.65 0.53
O 2.8676 -0.8384 -0.1370 -5.53 4.06 2.52

[8]
13
Properties=species:S:1:pos:R:3:forces:R:3 method="wB97M-V/def2-TZVPD" homo_ha=-0.3364 lumo_ev=-0.49 smiles="C=C1C=C(C#N)CO1" total_charge=0 largest_force_ev_per_a=6.74 relative_energy_kcal_mol=44.7 homo_lumo_gap_ev=8.6638
C -2.3347 -0.6366 -0.0395 -4.82 -4.23 2.08
C -1.1606 -0.1492 -0.1330 4.02 1.78 1.15
C 0.1240 -0.8841 -0.0055 2.00 -0.22 -3.49
C 1.1632 0.0409 -0.2199 -1.58 -4.92 2.76
C 2.5727 -0.3579 -0.0642 1.49 2.24 -0.64
N 3.7438 -0.2611 -0.0229 -2.70 -0.84 0.05
C 0.5412 1.3440 0.0615 1.69 0.76 1.02
O -0.8106 1.2221 -0.1645 -1.89 -1.59 0.11
H -2.4663 -1.7586 0.3288 0.89 2.20 -1.41
H -3.3458 -0.2266 0.1010 0.98 0.78 -0.59
H 0.2457 -2.0071 -0.2724 -0.39 2.05 1.11
H 0.8499 1.6841 1.1018 -0.66 -0.14 -1.06
H 0.8778 1.9900 -0.6711 0.97 2.12 -1.09